This record from the Open Molecules 2025 dataset describes a molecular structure, C26H32GdNO5S at a distorted geometry. The level of theory is ωB97M-V/def2-TZVPD.

Computed properties:
2S+1: 8
M: 627.861 g/mol
E_tot: -70877.1801 eV
net charge: 0
LUMO level (spin up / spin down): -0.89 / 0.36 eV

```
66
Properties=species:S:1:pos:R:3:forces:R:3
O 0.526 0.249 -6.424 0.09 0.91 -1.71
C 0.423 1.544 -7.122 -0.05 0.65 0.52
C 0.406 0.963 -8.519 -0.13 -0.47 0.57
H 1.297 2.173 -6.904 -0.33 -0.10 -0.06
H -0.505 2.071 -6.865 0.30 -0.08 0.18
C 0.475 -0.379 -7.749 -0.23 -0.49 -0.95
H 1.292 1.215 -9.108 -0.27 -0.20 -0.03
H -0.524 1.101 -9.078 0.27 0.10 0.03
C 1.743 -1.129 -8.075 0.04 -0.43 0.22
H 2.614 -0.496 -7.865 -0.16 -0.18 -0.05
H 1.759 -1.420 -9.135 -0.05 0.12 0.25
H 1.799 -2.041 -7.473 0.18 0.06 -0.02
C -0.796 -1.213 -7.856 0.06 -0.14 0.13
H -1.673 -0.645 -7.503 0.33 -0.09 -0.21
H -0.699 -2.097 -7.218 -0.06 0.03 -0.05
H -0.975 -1.550 -8.886 0.09 0.12 0.23
Gd 0.141 -0.017 -0.379 -0.84 0.90 0.02
C -2.154 -0.508 0.802 -0.43 0.46 -0.25
C -2.134 0.919 0.878 -0.39 -0.46 -0.48
C -2.319 1.439 -0.436 0.03 -0.77 0.02
H -2.086 1.518 1.788 0.21 -0.30 -0.33
C -2.470 0.331 -1.328 0.06 -0.03 0.74
C -2.350 -0.875 -0.567 -0.30 0.70 0.06
H -2.510 -1.878 -0.960 0.15 0.27 0.18
H -2.128 -1.195 1.647 0.22 0.29 -0.28
H -2.411 2.489 -0.712 0.13 -0.30 0.13
H -2.766 0.394 -2.374 0.25 -0.10 0.31
C 1.288 -1.955 0.971 0.43 -0.43 -0.73
C 0.399 -2.568 0.038 0.88 -0.12 -0.05
C 0.903 -2.323 -1.280 0.37 0.11 0.44
H -0.469 -3.177 0.288 0.27 0.29 -0.09
C 2.089 -1.523 -1.159 -0.07 -0.75 0.60
C 2.330 -1.304 0.232 -0.28 -0.96 -0.33
H 3.200 -0.803 0.652 -0.43 0.06 -0.12
H 1.229 -2.039 2.056 -0.16 0.27 -0.43
H 0.514 -2.746 -2.208 0.01 0.28 0.33
H 2.736 -1.210 -1.977 -0.26 0.02 0.25
O 0.956 1.067 -2.467 -0.95 0.72 -0.73
C 0.124 0.262 -3.398 0.19 -0.15 -0.30
C -0.779 1.264 -4.094 -0.13 0.54 0.74
H -0.452 -0.529 -2.876 0.39 0.49 0.11
H 0.790 -0.240 -4.124 -0.28 0.30 0.41
C 0.234 2.386 -4.320 0.48 -0.57 -0.39
H -1.543 1.632 -3.387 0.23 -0.24 -0.30
H -1.274 0.865 -4.984 0.31 0.09 0.16
C 0.949 2.500 -2.985 -0.16 -0.73 0.38
H -0.157 3.302 -4.774 0.06 -0.02 0.48
H 0.981 1.965 -4.995 -0.07 0.33 0.05
H 0.421 3.131 -2.260 0.19 -0.27 0.01
H 1.996 2.822 -3.093 -0.42 -0.24 0.25
O -0.140 -0.342 3.278 0.97 1.64 -0.03
C 0.532 0.650 2.955 -0.77 -1.23 -1.30
N 0.806 0.983 1.640 0.44 0.52 -0.11
S 1.817 2.296 1.406 -1.31 -1.84 0.55
O 3.074 1.843 0.846 -0.47 0.59 0.29
O 1.084 3.316 0.681 0.54 -0.20 0.28
C 1.908 2.571 3.149 0.72 1.12 0.86
C 2.645 3.558 3.805 -0.09 -0.15 -0.04
C 2.629 3.588 5.203 -0.32 -0.32 0.01
C 1.873 2.639 5.930 0.23 0.18 -0.33
C 1.149 1.652 5.258 -0.07 0.06 -0.54
C 1.170 1.637 3.854 0.37 0.20 0.92
H 3.217 4.270 3.211 -0.07 -0.09 0.31
H 3.202 4.347 5.742 -0.21 -0.27 -0.22
H 1.872 2.672 7.024 0.00 -0.01 -0.45
H 0.559 0.889 5.771 0.25 0.30 -0.09
```
Forces are in eV/Å.

***

This record from the Open Molecules 2025 dataset describes 7 unconnected molecules or ions with the total composition C18H51NO12 at a distorted geometry. The level of theory is ωB97M-V/def2-TZVPD.

Computed properties:
2S+1: 1
M: 473.601 g/mol
E_tot: -45546.6433 eV
net charge: 0
LUMO level: 0.42 eV

```
82
Properties=species:S:1:pos:R:3:forces:R:3
C 14.184 6.490 9.699 -0.79 -1.43 -0.24
O 14.829 5.720 10.689 -0.38 -1.40 -0.50
C 15.818 6.352 11.414 1.17 1.88 -0.62
C 16.578 5.440 12.384 -0.12 1.01 0.01
N 17.492 6.247 13.182 0.44 0.47 1.06
C 17.981 5.612 14.406 -1.57 -0.41 0.13
C 19.011 6.469 15.091 -1.63 3.75 -8.47
O 19.258 6.239 16.280 2.17 -2.17 9.03
C 19.917 5.042 16.491 1.54 -1.12 1.84
H 13.274 5.895 9.418 0.93 0.47 -0.01
H 14.794 6.685 8.799 -0.04 -0.04 0.45
H 13.800 7.394 10.121 -0.06 1.03 0.27
H 15.337 7.230 11.903 0.38 -0.48 0.55
H 16.542 6.856 10.738 -0.02 -0.37 0.06
H 17.178 4.649 11.946 -0.20 -0.07 -0.62
H 15.802 4.980 12.953 -0.67 -0.77 0.91
H 17.031 7.055 13.613 -0.13 -0.11 -1.16
H 18.348 4.630 14.228 0.58 -0.95 -0.46
H 17.136 5.434 15.130 0.43 0.19 -0.22
H 18.661 7.508 15.124 -0.40 0.15 -0.87
H 19.933 6.512 14.490 0.06 -0.15 -0.45
H 19.231 4.216 16.583 -0.24 -0.50 -0.61
H 20.446 5.028 17.458 -0.42 0.54 -0.04
H 20.745 4.914 15.794 -0.34 -0.23 -0.59
O 13.782 4.739 19.594 -0.59 -0.53 0.66
C 15.172 5.026 19.427 -1.48 0.51 1.90
C 15.662 4.217 18.350 2.07 0.51 -1.85
O 17.058 4.358 18.266 1.19 -1.28 -0.11
H 13.655 3.798 19.868 0.38 1.19 -0.33
H 15.270 6.087 19.194 -0.14 0.02 -0.01
H 15.751 4.856 20.341 -0.10 -0.09 0.03
H 15.232 4.498 17.423 -0.77 0.69 -1.13
H 15.431 3.192 18.381 -0.13 -1.58 0.78
H 17.338 5.247 18.050 -0.57 0.52 0.09
O 13.264 6.914 15.580 -2.28 -0.08 0.73
C 14.573 6.973 15.181 -0.29 -0.46 -0.72
C 14.765 8.242 14.474 -1.74 2.42 2.06
O 16.046 8.402 14.188 3.76 1.75 -0.98
H 12.790 7.477 14.955 -0.50 -0.27 0.29
H 15.191 6.777 16.020 0.91 0.42 0.88
H 14.756 6.196 14.494 0.50 -1.36 -1.03
H 14.449 9.095 15.135 -0.14 -0.70 -0.03
H 14.150 8.404 13.605 -0.82 -0.69 -0.79
H 16.282 9.353 14.299 0.42 -0.69 0.06
O 12.531 11.175 17.646 -0.72 1.47 0.00
C 13.643 12.040 17.642 -1.08 -0.63 3.13
C 14.491 11.688 16.555 1.17 -0.44 -3.84
O 15.736 12.352 16.590 1.00 -0.70 0.99
H 12.799 10.262 17.734 0.33 -0.93 -0.10
H 13.251 13.055 17.562 0.20 0.07 0.12
H 14.261 11.927 18.581 -0.67 0.39 -0.46
H 13.938 11.908 15.593 0.65 -0.35 0.66
H 14.846 10.664 16.513 -0.91 -0.55 0.36
H 15.677 13.124 16.089 -0.06 2.12 -1.06
O 19.866 10.746 12.563 0.20 -0.03 -0.27
C 18.890 10.230 13.445 0.43 -4.50 -2.34
C 18.211 11.265 14.124 0.65 3.26 3.42
O 17.323 10.706 15.053 -0.46 -2.05 -1.15
H 20.152 10.066 11.929 -0.32 0.34 0.56
H 18.148 9.567 12.893 0.64 0.74 0.27
H 19.317 9.510 14.187 0.01 0.66 -0.31
H 17.781 12.064 13.551 -0.52 0.09 -0.88
H 18.982 11.769 14.749 -0.08 0.17 -0.45
H 16.997 11.333 15.672 -0.63 1.26 0.98
C 12.224 9.136 20.095 -0.43 0.30 0.17
C 12.598 8.092 19.153 0.54 -1.93 -2.56
O 12.908 8.567 17.817 -0.25 2.11 1.19
H 11.352 9.673 19.759 -0.06 0.61 -0.26
H 13.115 9.746 20.183 -0.22 0.63 0.57
H 11.910 8.663 21.020 0.43 0.03 0.35
H 11.883 7.329 18.920 -0.93 -0.47 0.77
H 13.479 7.575 19.459 0.69 -0.46 0.75
H 13.169 7.862 17.249 0.08 -1.12 -0.79
C 16.171 8.857 18.331 -1.77 1.88 2.29
C 17.488 8.510 17.846 -0.83 -1.02 -1.18
O 17.643 7.139 18.142 0.18 -0.32 -0.20
H 15.371 8.299 17.895 -0.38 -0.21 -0.65
H 16.007 9.927 18.225 -0.27 0.24 -0.57
H 15.996 8.780 19.420 0.57 -0.53 -0.17
H 18.248 9.039 18.334 1.27 1.14 0.52
H 17.437 8.756 16.759 0.72 -0.49 0.41
H 18.358 6.846 17.572 0.43 -0.36 -0.21
```
Forces are in eV/Å.

***

This record from the Open Molecules 2025 dataset describes a molecular structure, C22H33IrN3O7P2 at a distorted geometry. The level of theory is ωB97M-V/def2-TZVPD.

Computed properties:
2S+1: 6
M: 705.685 g/mol
E_tot: -63553.3484 eV
net charge: 0
LUMO level (spin up / spin down): -0.68 / -4.18 eV

```
68
Properties=species:S:1:pos:R:3:forces:R:3
Ir 0.165 0.798 -1.768 0.12 -4.49 1.60
P 2.235 -0.086 -2.469 -0.07 1.46 -1.10
P -1.845 0.820 -0.556 -0.19 1.11 -0.78
N -0.700 0.083 -3.263 1.94 0.22 4.14
H 1.056 -1.332 0.717 -1.10 1.56 0.34
C 2.744 -1.855 -2.378 -0.12 0.18 -0.08
H 3.777 -1.970 -2.751 -0.40 0.11 0.21
H 2.076 -2.453 -3.017 0.16 0.19 0.33
H 2.685 -2.211 -1.340 0.06 -0.04 -0.50
C 3.632 0.856 -1.737 0.05 -0.24 -0.27
H 4.490 0.808 -2.423 -0.08 0.03 0.31
H 3.902 0.439 -0.756 -0.06 0.29 -0.31
H 3.295 1.898 -1.622 0.22 -0.45 0.06
C 2.333 0.302 -4.263 0.57 -0.24 0.11
H 3.382 0.299 -4.582 -0.20 -0.04 -0.21
H 1.895 1.298 -4.419 0.15 -0.38 0.01
H 1.762 -0.445 -4.831 0.11 0.29 0.12
C -2.855 -0.669 -0.245 0.31 -0.14 0.40
H -3.812 -0.377 0.210 0.21 0.10 -0.16
H -2.323 -1.322 0.471 -0.36 0.32 -0.59
H -3.053 -1.205 -1.174 0.10 0.10 -0.03
C -1.727 1.735 1.014 -0.06 -0.56 0.28
H -2.696 1.749 1.532 0.23 0.08 -0.09
H -1.409 2.753 0.786 0.01 -0.06 0.08
H -0.985 1.248 1.676 -0.37 0.28 -0.37
C -2.918 1.843 -1.620 -0.33 0.20 0.48
H -3.802 2.145 -1.058 -0.18 0.10 -0.16
H -3.220 1.273 -2.503 0.12 0.10 0.09
H -2.349 2.730 -1.926 -0.25 -0.24 0.04
C -1.216 0.225 -4.408 -0.86 0.50 -2.12
C -2.163 -0.629 -6.422 -0.35 -1.10 -0.51
C -1.654 -0.886 -5.180 0.16 0.39 0.31
C -1.321 1.539 -4.929 -0.04 -0.27 -0.13
C -1.847 1.695 -6.179 0.14 1.65 0.07
C -2.278 0.643 -6.952 0.12 -0.10 0.31
H -2.493 -1.456 -7.022 -0.13 -0.36 -0.22
H -1.548 -1.876 -4.738 -0.13 0.16 -0.29
H -0.957 2.350 -4.293 -0.20 -0.16 -0.36
H -1.915 2.706 -6.543 -0.11 0.22 -0.32
H -2.686 0.820 -7.926 -0.15 -0.06 -0.34
C 1.593 0.063 1.238 -2.29 0.48 -5.93
O 1.296 0.838 0.108 1.15 -1.82 2.82
C 2.150 -1.461 1.137 -1.76 1.02 -1.51
H 2.176 -1.778 2.126 0.06 -0.84 1.56
H 3.050 -1.470 0.579 0.63 -0.46 -0.77
H 1.344 -2.274 0.616 1.52 -0.16 0.46
C 1.900 0.655 2.471 0.66 1.39 2.26
H 1.577 0.027 3.305 -0.03 0.20 0.18
H 1.473 1.675 2.561 0.24 -0.67 -0.04
H 2.997 0.713 2.512 0.13 0.38 0.53
O -0.962 -3.532 2.967 -0.22 -0.17 0.15
C -0.922 -2.304 2.830 0.47 3.14 -0.55
O -0.992 -1.567 1.803 0.53 -1.91 0.63
C -0.702 -1.498 4.111 -0.08 -0.33 0.71
C -1.369 -0.279 4.307 -1.04 -0.12 -1.00
C -1.007 0.558 5.378 0.17 0.46 0.03
C -0.041 0.154 6.310 0.16 -0.20 -0.21
C 0.603 -1.074 6.114 0.25 0.51 0.40
C 0.244 -1.924 5.047 0.60 -1.23 -0.30
N 1.729 -1.429 6.936 0.52 0.01 0.54
O 2.045 -0.672 7.877 -0.39 -0.76 -0.95
O 2.360 -2.471 6.653 -0.79 1.08 0.19
N -1.536 1.901 5.409 -0.08 0.38 0.07
O -2.247 2.272 4.449 0.68 -0.51 0.93
O -1.249 2.636 6.371 -0.21 -0.71 -0.75
H -2.130 0.047 3.602 0.22 -0.05 0.23
H 0.232 0.802 7.138 -0.01 -0.13 -0.18
H 0.731 -2.891 4.931 -0.12 0.34 0.12
```
Forces are in eV/Å.

***

This record from the Open Molecules 2025 dataset describes a single C14H10N2O5S molecule at a distorted geometry. The level of theory is ωB97M-V/def2-TZVPD.

Computed properties:
2S+1: 1
M: 318.310 g/mol
E_tot: -38720.1936 eV
net charge: 0
LUMO level: -0.07 eV

```
32
Properties=species:S:1:pos:R:3:forces:R:3
O 1.667 2.236 -0.484 0.23 0.65 -1.33
C 2.041 1.352 0.244 -3.74 1.78 3.57
C 0.964 1.218 1.624 9.80 -3.62 -1.72
S 0.190 -0.209 1.431 -3.50 -4.95 -0.42
C -1.431 0.320 0.975 -0.50 -0.06 -3.81
N -1.813 1.502 0.587 3.59 1.17 3.88
N -3.133 1.566 0.347 0.06 -1.00 -1.32
C -3.368 0.335 0.155 -2.89 -4.08 -0.44
C -4.678 -0.231 -0.194 -1.31 6.00 -4.88
C -5.720 0.576 -1.059 2.28 -8.21 4.77
C -6.587 -0.555 -1.159 -1.78 -2.50 -1.31
C -6.071 -1.964 -0.883 3.07 15.09 -0.65
O -4.805 -1.449 -0.441 0.05 -7.11 1.75
O -2.395 -0.632 0.386 0.62 3.41 2.34
C 3.146 0.520 0.039 -0.75 -2.95 1.76
C 3.363 -0.599 0.976 2.39 0.79 -4.76
C 4.376 -1.609 0.655 -10.48 1.09 14.23
C 5.076 -1.419 -0.302 3.82 2.54 -8.57
O 6.046 -2.104 -0.609 9.19 -7.04 -1.89
C 4.751 -0.488 -1.127 -0.85 10.23 -11.84
C 3.759 0.545 -1.229 1.47 -3.13 4.39
O 3.507 1.457 -2.149 3.75 -2.88 -1.78
H 0.341 1.897 1.563 -5.44 7.30 -0.49
H 1.603 1.199 2.484 -0.01 0.28 0.73
H -5.797 1.580 -0.939 -0.76 2.72 -0.18
H -7.622 -0.456 -1.463 -0.03 0.04 -0.31
H -6.513 -2.823 -0.870 -1.43 -5.35 0.35
H 2.707 -0.685 1.771 -0.70 -0.25 1.69
H 4.612 -2.108 1.564 0.32 -1.49 -0.02
H 6.633 -2.217 -1.453 -2.66 1.46 2.17
H 5.368 -0.065 -2.178 -0.53 -2.56 2.79
H 2.823 1.937 -1.791 -3.28 2.63 1.27
```
Forces are in eV/Å.

***

This record from the Open Molecules 2025 dataset describes 4 unconnected molecules or ions with the total composition C4H16N8O4 at a distorted geometry. The level of theory is ωB97M-V/def2-TZVPD.

Computed properties:
2S+1: 1
M: 240.224 g/mol
E_tot: -24517.7366 eV
net charge: 0
LUMO level: -0.13 eV

```
32
Properties=species:S:1:pos:R:3:forces:R:3
N 5.785 -1.058 3.609 -10.34 -0.49 3.76
C 6.956 -1.090 3.275 3.78 0.71 0.80
N 7.019 -1.048 1.999 3.79 0.00 -6.28
O 7.797 -0.997 4.115 4.16 0.07 1.49
H 5.657 -0.966 4.606 -0.92 -0.39 -0.31
H 5.110 -1.248 2.882 -0.80 0.21 1.18
H 7.914 -0.683 1.706 -0.25 -0.40 -0.88
H 6.232 -1.114 1.369 0.51 0.24 0.20
N -3.135 1.327 -5.187 -1.78 -2.74 -2.59
C -2.905 2.230 -4.303 0.72 1.04 1.60
N -1.733 2.760 -4.603 2.99 2.32 0.08
O -3.506 2.517 -3.320 -2.09 0.48 2.52
H -2.288 1.296 -5.735 -1.31 -2.08 -0.76
H -3.918 0.703 -5.052 0.49 -0.17 -0.69
H -1.312 3.333 -3.887 0.20 0.19 -0.77
H -1.415 2.630 -5.553 0.79 0.93 0.65
N 0.928 -0.405 -0.408 1.30 4.42 -1.68
C 1.212 -1.608 -0.018 2.52 -1.13 0.82
N 0.098 -2.181 0.310 -2.51 -3.62 1.14
O 2.351 -2.069 0.117 -0.61 0.20 -0.15
H -0.002 -0.122 -0.682 0.66 0.31 0.05
H 1.761 0.162 -0.468 -0.64 0.56 -0.51
H -0.770 -1.679 0.186 0.07 -0.85 0.37
H 0.192 -3.151 0.575 -0.78 0.15 0.01
N -4.222 0.849 2.563 2.43 3.23 3.79
C -4.874 -0.094 1.973 -0.36 -5.60 4.18
N -5.163 0.089 0.775 -1.21 1.66 -5.81
O -5.099 -1.183 2.537 -0.35 0.61 0.39
H -4.226 0.701 3.562 0.45 0.22 -0.08
H -4.016 1.790 2.262 -0.42 -0.32 -0.23
H -5.755 -0.603 0.339 0.48 0.53 -0.59
H -4.672 0.912 0.455 -1.01 -0.32 -1.70
```
Forces are in eV/Å.

***

Question: The lowest M belongs to which entry?
Answer: C4H16N8O4